Here is C42H63ClInN4OP2Si4 as an isolated structure from the Open Molecules 2025 dataset. Energies are from ωB97M-V with the def2-TZVPD basis set.

Each line ends with the Mulliken charge.
Geometry (Å):
In  0.403644  1.864609  0.349742  0.75
C  1.392652  1.240668  -4.259753  -2.34
N  0.313475  2.175075  -4.461993  0.71
C  -1.020751  1.650619  -4.318318  -1.54
P  -1.451365  1.228531  -2.540769  2.00
C  -1.882232  2.880885  -1.890679  -0.13
C  -1.001431  3.951048  -2.067801  -0.28
C  -1.245453  5.174534  -1.460172  -0.70
C  -2.356507  5.344114  -0.648184  -0.65
C  -3.234255  4.285615  -0.458818  -0.90
C  -3.000973  3.065369  -1.076727  -0.65
C  -3.083184  0.452410  -2.808130  0.11
C  -4.150759  1.111677  -3.420820  -0.34
C  -5.354029  0.457847  -3.630299  -0.79
C  -5.507774  -0.865367  -3.232024  -0.58
C  -4.454849  -1.534335  -2.628177  -0.59
C  -3.249049  -0.875441  -2.418693  -0.33
C  0.573568  3.403113  -5.093150  0.44
C  -0.317417  3.979881  -5.998855  -0.51
C  -0.034366  5.210060  -6.574105  -0.83
C  1.142107  5.881555  -6.278258  -0.58
C  2.037582  5.305420  -5.389295  -0.98
C  1.756184  4.086459  -4.792884  0.19
P  1.942085  1.010189  -2.474739  1.37
C  3.679825  1.555026  -2.531032  0.27
C  4.102720  2.497825  -1.599168  -0.08
C  5.404471  2.982869  -1.628535  -0.74
C  6.290539  2.525957  -2.590736  -0.44
C  5.879828  1.580893  -3.524722  -0.92
C  4.582582  1.097743  -3.493714  -0.39
C  2.095949  -0.818132  -2.444477  0.86
C  1.075379  -1.626546  -2.958290  -0.56
C  1.141891  -3.012450  -2.869213  -0.61
C  2.227783  -3.618514  -2.249792  -0.48
C  3.246761  -2.826409  -1.732132  -1.20
C  3.183779  -1.441285  -1.829326  -0.27
H  2.263273  1.577646  -4.820989  0.81
H  1.114314  0.264975  -4.670430  0.67
H  -1.168071  0.736164  -4.910877  0.39
H  -1.749644  2.381373  -4.660345  0.37
H  -0.121039  3.837502  -2.685901  0.40
H  -0.558203  5.994900  -1.622576  0.49
H  -2.542554  6.297079  -0.170804  0.41
H  -4.112169  4.413303  0.161756  0.47
H  -3.707075  2.256244  -0.933103  0.48
H  -4.043007  2.146951  -3.723382  0.37
H  -6.175171  0.978866  -4.104973  0.42
H  -6.449279  -1.372864  -3.395793  0.39
H  -4.568820  -2.566965  -2.324451  0.47
H  -2.419361  -1.402196  -1.956452  0.26
H  -1.225853  3.465271  -6.280993  0.51
H  -0.738770  5.636256  -7.276786  0.41
H  1.359784  6.836423  -6.736401  0.41
H  2.960885  5.813259  -5.141347  0.42
H  2.457750  3.671566  -4.077699  0.41
H  3.413955  2.849033  -0.840352  0.24
H  5.723517  3.714060  -0.897596  0.44
H  7.304515  2.903258  -2.615375  0.41
H  6.572405  1.222244  -4.274890  0.41
H  4.271613  0.354363  -4.219687  0.45
H  0.213236  -1.176805  -3.436695  -0.03
H  0.345992  -3.615894  -3.287013  0.49
H  2.288704  -4.697604  -2.190169  0.41
H  4.109283  -3.288367  -1.266195  0.48
H  3.979717  -0.838734  -1.412993  0.47
Cl  2.356073  0.319840  0.957936  -0.55
N  -2.322224  0.305113  0.938738  -0.47
H  -2.665206  1.016429  1.576868  0.31
H  -3.032377  0.183044  0.220903  0.16
H  -2.297594  -0.560383  1.471909  -0.06
N  -0.051886  -1.875968  0.154594  0.64
C  0.549885  -1.995808  1.330719  -0.39
N  1.601637  -2.805531  1.477923  0.03
O  -0.017855  -1.458967  2.344272  0.00
H  0.510608  -1.958556  -0.686837  -0.18
H  -0.741176  -1.130361  0.108604  -0.38
H  2.086030  -3.042761  0.619220  0.14
H  2.233073  -2.546435  2.226179  0.06
C  2.145402  -4.482708  4.439607  -1.11
Si  1.644182  -2.756924  5.007831  0.76
C  1.455478  -2.833793  6.870217  -1.25
C  2.954919  -1.490026  4.523921  -1.13
Si  -0.374887  -2.077731  3.972244  -0.12
Si  -1.803065  -3.925577  3.669496  0.89
C  -3.545913  -3.447466  3.163748  -1.10
C  -1.108520  -5.068927  2.352393  -1.05
C  -1.821327  -4.785736  5.335730  -1.07
Si  -1.206318  -0.097920  4.943624  0.93
C  -0.765233  -0.058720  6.765776  -1.30
C  -0.336739  1.315384  4.057227  -0.84
C  -3.073616  0.079632  4.823294  -1.09
H  3.230335  -4.592083  4.518378  0.46
H  1.855982  -4.722494  3.416451  0.23
H  1.698179  -5.233103  5.095626  0.31
H  2.306069  -3.391337  7.272078  0.41
H  0.549198  -3.364157  7.170194  0.30
H  1.447744  -1.851927  7.339355  0.36
H  3.949965  -1.941457  4.506236  0.43
H  2.974415  -0.694812  5.273540  0.32
H  2.791225  -0.995062  3.561255  0.22
H  -3.608890  -3.276905  2.086020  0.30
H  -3.920347  -2.559894  3.671569  0.26
H  -4.224143  -4.272228  3.398965  0.37
H  -0.959155  -4.554067  1.400472  0.18
H  -1.818100  -5.882583  2.178919  0.44
H  -0.158523  -5.512166  2.653677  0.31
H  -2.253410  -4.155436  6.116699  0.32
H  -0.817141  -5.075586  5.652013  0.23
H  -2.426703  -5.693834  5.276400  0.43
H  0.304087  0.099348  6.914248  0.30
H  -1.049876  -0.967691  7.298545  0.34
H  -1.290155  0.779577  7.230891  0.44
H  0.615840  1.009388  3.617349  0.15
H  -0.132768  2.123283  4.764323  0.48
H  -0.958555  1.731987  3.261269  0.06
H  -3.600767  -0.863561  4.963977  0.26
H  -3.403191  0.509447  3.875084  0.23
H  -3.403008  0.755393  5.616876  0.41

Cartesian forces, eV/Å:
0.02 0.24 -0.07
0.05 0.06 -0.03
-0.04 -0.05 0.00
0.01 0.03 -0.05
0.00 -0.06 0.01
-0.06 0.01 0.03
-0.04 0.01 -0.03
0.01 0.00 0.00
-0.01 0.00 0.00
0.00 -0.01 -0.01
0.04 0.02 0.02
0.00 0.00 -0.03
0.00 -0.01 -0.01
0.01 0.00 0.00
0.00 0.00 0.00
0.01 0.00 0.00
0.00 0.00 -0.01
0.00 0.01 0.03
-0.02 0.02 0.01
0.01 -0.01 0.00
0.00 -0.01 0.00
-0.01 -0.01 0.01
0.03 0.01 -0.01
-0.12 -0.03 -0.01
0.02 -0.02 -0.03
0.02 -0.01 -0.02
-0.01 0.00 0.01
0.00 0.00 0.00
-0.02 -0.01 0.01
0.01 0.01 0.00
0.05 -0.04 0.00
0.02 0.00 -0.02
-0.01 0.01 0.04
-0.01 0.01 0.00
0.01 0.02 0.00
-0.08 -0.01 0.08
-0.01 -0.01 -0.03
-0.01 0.01 0.02
0.00 -0.01 0.01
0.01 0.01 0.00
0.01 -0.01 0.01
0.00 0.00 0.00
0.00 0.00 0.00
0.00 0.00 0.00
0.00 0.00 0.00
-0.01 0.00 0.01
0.00 0.00 0.00
0.00 0.00 0.00
0.00 0.00 0.00
-0.01 0.00 0.00
0.00 0.00 0.00
0.00 0.00 0.00
0.00 0.00 0.00
0.00 0.00 0.00
-0.01 0.00 0.00
0.00 0.00 0.01
0.00 0.00 0.00
0.00 0.00 0.00
0.00 0.00 0.00
0.00 0.00 0.00
-0.01 -0.01 0.02
0.00 0.00 0.00
0.00 0.00 0.00
0.00 0.00 -0.01
0.01 0.00 0.00
0.18 -0.06 0.15
-0.01 -0.31 -0.03
0.07 0.08 -0.09
0.00 0.05 0.01
-0.10 0.03 0.10
0.09 0.54 -0.38
-0.29 -0.58 0.14
0.39 0.23 -0.23
-0.15 0.17 0.11
-0.01 -0.17 0.02
-0.05 -0.06 0.05
-0.02 -0.05 0.01
-0.10 -0.09 0.06
0.00 0.00 0.00
0.04 0.01 -0.09
0.02 -0.04 -0.01
0.01 0.01 0.02
0.05 -0.07 0.16
0.00 -0.01 0.02
-0.01 -0.03 -0.04
0.01 0.01 0.02
-0.04 0.01 0.01
0.00 0.03 0.11
0.05 -0.02 -0.02
-0.01 0.06 0.04
-0.03 0.07 -0.03
-0.01 -0.02 0.02
0.03 0.03 -0.01
-0.03 0.00 -0.03
-0.01 0.01 0.02
0.00 0.00 -0.01
-0.02 0.02 0.00
0.00 0.01 0.02
-0.01 0.02 -0.03
0.01 -0.01 0.01
0.01 0.04 0.01
0.00 0.00 0.01
0.00 0.00 -0.03
-0.01 -0.01 0.00
0.01 0.00 0.00
-0.01 0.01 -0.01
0.01 0.00 -0.01
-0.01 0.00 -0.01
0.01 0.00 0.01
0.01 -0.01 0.00
-0.02 0.01 -0.01
0.01 0.00 0.01
-0.01 0.00 0.01
-0.01 0.01 -0.01
0.02 -0.03 -0.03
0.02 -0.01 0.06
0.02 -0.06 -0.02
-0.02 0.02 -0.04

The calculation puts the energy above the lowest of the compared OMol25 structures with the same formula, charge and spin at 0.0 kJ/mol. As for the charge: +1. As for the total energy: -4423.5215 Ha. For the molecular weight, the calculation gives 964.556 g/mol. For the HOMO energy, the calculation gives -9.59 eV.

---

Here is C42H64As3BrFeN3SSb as an isolated structure from the Open Molecules 2025 dataset. Energies are from ωB97M-V with the def2-TZVPD basis set.

Each line ends with the Mulliken charge.
Geometry (Å):
Fe  -0.198713  0.092659  -0.701070  0.54
C  -0.849587  -3.670493  1.153332  -1.94
As  -1.274357  -2.113949  0.057997  1.50
C  -1.770366  -3.132405  -1.527475  -1.24
C  -2.885543  -1.534882  1.044958  -1.81
C  -4.268632  -1.576623  0.386008  2.75
C  -4.851003  -2.992073  0.347624  -1.58
C  -4.177684  -1.069842  -1.068249  -2.13
As  -2.817072  0.266766  -1.569305  1.29
C  -3.136716  0.082670  -3.485248  -1.34
C  -3.841321  1.909942  -1.294468  -1.61
C  -5.231790  -0.654694  1.158877  -1.78
As  -5.667701  -0.724108  3.106709  0.28
C  -5.355018  -2.574300  3.677304  -1.13
C  -4.017282  0.026475  3.863732  -0.85
H  0.045124  -4.177730  0.796967  0.48
H  -1.703395  -4.344576  1.084019  0.59
H  -0.715178  -3.383156  2.194803  0.42
H  -2.598589  -3.805505  -1.329154  0.49
H  -0.901538  -3.737825  -1.780249  0.33
H  -2.005698  -2.488925  -2.369243  0.13
H  -2.669531  -0.497841  1.305776  -0.03
H  -2.886555  -2.092636  1.982994  0.82
H  -4.192783  -3.694823  -0.161805  0.26
H  -5.803776  -2.992581  -0.185113  0.41
H  -5.030306  -3.375946  1.348078  0.31
H  -5.132137  -0.639183  -1.380375  0.69
H  -3.989793  -1.902200  -1.745501  0.60
H  -4.202792  -0.083920  -3.635481  0.58
H  -2.593557  -0.769381  -3.882240  0.18
H  -2.845140  0.980956  -4.023768  0.46
H  -4.837044  1.752335  -1.707098  0.54
H  -3.374251  2.743622  -1.818373  0.52
H  -3.944475  2.158626  -0.241370  0.35
H  -6.211406  -0.725137  0.677392  0.62
H  -4.918957  0.389531  1.029826  0.09
H  -6.132723  -3.230911  3.291602  0.35
H  -5.443921  -2.562312  4.763994  0.40
H  -4.373787  -2.969990  3.417754  0.29
H  -3.865538  1.021748  3.446948  0.17
H  -3.128753  -0.583413  3.696191  0.13
H  -4.168287  0.134573  4.937741  0.52
C  0.016037  -1.522735  -4.221478  -1.46
S  0.769502  -1.077867  -2.644523  0.84
C  1.524763  -2.657363  -2.213106  -1.19
H  -0.674931  -2.357232  -4.115994  0.39
H  0.811087  -1.787478  -4.915657  0.54
H  -0.508798  -0.657622  -4.614830  0.31
H  2.513268  -2.713897  -2.659979  0.57
H  0.915350  -3.482649  -2.574578  0.59
H  1.613585  -2.722248  -1.128649  0.00
C  0.106761  3.243465  -0.974074  -0.35
C  0.528274  4.515816  -1.753439  -0.91
N  1.008461  4.178489  -3.085304  -0.17
C  -0.027098  3.451197  -3.800898  -1.13
C  -0.436064  2.167309  -3.030554  0.93
N  0.342880  2.000474  -1.771929  1.83
C  1.786037  2.037050  -2.158816  0.20
C  2.163593  3.310827  -2.947538  -1.03
H  -0.955574  3.293596  -0.758409  0.20
H  0.650008  3.140245  -0.033161  0.09
H  1.316932  5.050637  -1.222924  0.24
H  -0.316836  5.197666  -1.853274  0.34
H  0.347648  3.202757  -4.794145  0.32
H  -0.889045  4.106553  -3.931443  0.43
H  -0.295757  1.274561  -3.637770  -0.46
H  -1.483418  2.226604  -2.751413  -0.89
H  2.015145  1.139713  -2.722227  0.26
H  2.339696  2.014225  -1.228831  -1.37
H  2.538955  3.055484  -3.938994  0.38
H  2.951821  3.865560  -2.434001  0.30
Br  0.359586  0.012232  4.996365  -0.05
C  -0.380345  0.879580  3.510400  -0.42
C  -1.183790  1.995261  3.657635  -0.50
C  -1.773702  2.509373  2.517308  -2.02
C  -1.522024  1.914706  1.296449  0.21
N  -0.679145  0.885497  1.129077  2.46
C  -0.137206  0.374739  2.245177  -0.33
H  -1.368298  2.422367  4.634006  0.62
H  -2.445069  3.355300  2.572317  0.56
H  -2.012590  2.272484  0.411306  -0.21
H  0.484164  -0.501774  2.140593  -0.33
C  6.321428  -0.553232  -2.768798  -0.78
C  5.813885  0.717176  -2.538663  -0.97
C  4.716832  0.889760  -1.706299  -0.13
C  4.111490  -0.205704  -1.092032  1.66
C  4.647914  -1.474590  -1.309299  -0.82
C  5.741362  -1.647804  -2.147465  -0.88
Sb  2.445208  -0.034731  0.221542  0.00
C  3.058151  -1.551361  1.558752  0.63
C  2.166168  -2.493940  2.044748  0.71
C  2.576963  -3.477430  2.936984  -0.56
C  3.899329  -3.515655  3.347202  -0.78
C  4.804593  -2.574219  2.867530  -0.84
C  4.390040  -1.597230  1.977331  -0.57
C  2.979066  1.621930  1.466161  2.05
C  3.003151  1.386968  2.840292  -0.75
C  3.307075  2.405044  3.734893  -0.84
C  3.602333  3.675358  3.269682  -0.83
C  3.591286  3.923163  1.904456  -0.86
C  3.276376  2.909062  1.010922  -0.48
H  7.179219  -0.686030  -3.414328  0.44
H  6.281528  1.578825  -2.996639  0.48
H  4.377759  1.900656  -1.519492  0.27
H  4.232394  -2.340107  -0.807878  0.61
H  6.147909  -2.639059  -2.300724  0.48
H  1.135475  -2.457789  1.727116  -0.66
H  1.870340  -4.208443  3.309625  0.49
H  4.229322  -4.277054  4.041211  0.42
H  5.836700  -2.603618  3.190859  0.48
H  5.106715  -0.869782  1.613589  0.54
H  2.791580  0.401083  3.232886  0.46
H  3.320930  2.196401  4.796875  0.46
H  3.851585  4.466688  3.963815  0.43
H  3.837412  4.908354  1.530099  0.48
H  3.302188  3.155867  -0.042689  0.22

Cartesian forces, eV/Å:
-0.20 -0.36 -0.40
0.06 0.00 0.04
0.00 0.21 0.07
-0.01 -0.06 0.02
-0.03 -0.05 0.03
0.04 0.00 -0.01
0.00 -0.02 0.02
0.01 -0.02 0.01
0.17 0.01 0.06
-0.04 0.04 0.02
-0.01 0.00 -0.04
-0.02 0.05 -0.03
0.01 -0.03 0.00
-0.03 -0.01 0.03
0.00 0.02 0.00
-0.01 -0.02 0.00
0.01 -0.01 0.00
0.01 -0.01 0.01
-0.02 0.01 -0.02
-0.06 0.00 0.03
-0.01 0.01 -0.01
-0.01 -0.01 0.03
-0.03 -0.05 -0.04
0.01 0.00 -0.01
-0.01 0.01 0.00
0.01 0.01 0.00
0.01 0.02 0.00
0.00 -0.03 -0.01
0.00 0.02 0.00
0.00 -0.04 -0.02
0.04 0.00 -0.01
0.01 0.02 -0.03
0.00 0.02 0.03
-0.03 -0.03 0.01
0.01 0.00 -0.01
0.01 0.00 0.00
0.00 -0.01 0.00
0.00 -0.01 0.00
0.01 0.02 0.00
0.00 -0.02 0.01
-0.02 0.01 -0.01
0.01 0.00 0.01
-0.05 -0.05 -0.01
0.05 0.14 0.00
0.03 -0.06 0.02
0.00 0.01 0.00
0.02 -0.02 0.03
0.00 0.04 -0.01
0.03 0.01 -0.02
0.02 0.04 0.00
0.01 0.00 0.01
-0.03 -0.11 0.05
0.00 0.03 -0.01
-0.03 -0.02 0.03
-0.02 0.00 -0.03
-0.07 -0.05 0.04
0.12 0.40 -0.10
-0.04 -0.08 0.07
0.03 0.01 -0.03
-0.02 0.00 0.00
-0.04 0.02 0.01
0.01 -0.01 -0.01
0.00 0.00 0.02
0.00 0.00 0.00
0.00 0.00 0.00
0.01 -0.03 -0.02
-0.04 -0.03 -0.01
0.06 -0.05 0.01
0.02 0.03 0.00
-0.02 0.00 0.00
0.01 -0.02 -0.01
0.03 -0.03 0.04
-0.02 0.00 -0.08
0.00 0.02 0.03
-0.01 0.00 0.00
0.10 0.00 -0.03
-0.03 0.26 0.25
-0.13 -0.08 0.00
0.00 0.00 0.00
0.00 0.00 -0.01
0.01 0.05 -0.03
0.07 -0.02 -0.01
0.02 0.02 -0.01
0.00 -0.01 0.02
0.05 0.00 0.05
0.12 0.02 -0.05
-0.08 0.01 -0.07
-0.02 -0.03 0.02
-0.02 -0.02 -0.02
0.16 -0.06 0.06
-0.03 0.02 0.01
0.01 0.00 -0.01
0.01 0.00 0.01
-0.01 -0.01 0.00
-0.02 0.04 0.00
-0.03 0.09 0.02
-0.05 0.03 0.00
-0.01 -0.03 0.01
0.00 0.04 -0.02
-0.01 0.00 0.02
0.03 -0.03 -0.01
0.00 0.00 0.00
0.00 0.01 0.00
-0.01 -0.03 -0.01
-0.01 -0.02 0.02
0.00 0.00 0.00
-0.03 -0.04 -0.01
-0.01 0.01 -0.01
0.00 0.00 0.00
0.00 0.00 0.00
0.00 0.00 -0.01
0.03 -0.04 0.01
0.00 -0.01 0.00
0.00 0.00 0.00
0.00 0.00 0.00
-0.02 -0.03 -0.02

As for the charge: +2. As for the total energy: -12985.9820 Ha. For the molecular weight, the calculation gives 1125.337 g/mol. For the HOMO energy (spin up / spin down), the calculation gives -12.70 / -12.70 eV.